The following is a quantum chemistry calculation of a molecular structure, C39H35LiN3O6PS2Se, from the OMol25 dataset.

total charge = -2

XYZ file:
```
88
Properties=species:S:1:pos:R:3:mulliken_charge:R:1
Li 1.319 1.590 -0.138 0.7122
O 0.856 4.166 2.263 -0.7558
S 0.442 2.963 1.580 1.7068
O 1.390 1.849 1.676 -0.6534
O 0.133 3.157 0.151 -0.9664
C -1.085 2.466 2.380 -0.0056
C -1.061 2.404 3.758 -0.6547
C -2.236 2.203 4.465 -0.7163
C -3.442 2.168 3.771 -0.7659
C -3.465 2.254 2.394 -0.6974
C -2.271 2.331 1.664 0.7346
P -2.258 2.288 -0.177 -0.0752
C -3.347 3.766 -0.287 0.3028
C -2.785 4.996 0.056 -0.3383
C -3.569 6.133 0.096 -0.6644
C -4.923 6.058 -0.204 -0.4697
C -5.475 4.848 -0.586 -0.6719
C -4.694 3.707 -0.632 -0.2902
C -3.477 0.956 -0.575 1.0150
C -4.093 0.056 0.284 -0.1916
C -4.810 -1.012 -0.226 -0.6761
C -4.902 -1.213 -1.591 -0.4053
C -4.284 -0.327 -2.460 -0.8094
C -3.582 0.746 -1.951 -0.6208
H -0.109 2.521 4.254 0.4551
H -2.222 2.103 5.541 0.3821
H -4.372 2.076 4.316 0.3858
H -4.413 2.292 1.872 0.7028
H -1.731 5.042 0.294 0.3454
H -3.131 7.083 0.371 0.3992
H -5.544 6.942 -0.136 0.3462
H -6.527 4.789 -0.838 0.3957
H -5.127 2.762 -0.930 0.3026
H -4.020 0.180 1.355 0.4087
H -5.286 -1.702 0.457 0.3381
H -5.450 -2.055 -1.981 0.3737
H -4.319 -0.497 -3.527 0.3804
H -3.084 1.442 -2.617 0.4344
C 4.949 -1.316 -0.507 -0.8353
N 5.281 0.078 -0.475 0.4624
C 4.479 1.051 -0.988 -0.3535
Se 2.946 0.837 -1.971 -0.4068
N 5.131 2.246 -0.836 0.0573
C 6.335 2.042 -0.221 0.2918
C 7.364 2.913 0.117 -0.8426
C 8.487 2.355 0.735 -0.4060
C 8.569 1.000 0.992 -0.6387
C 7.547 0.117 0.635 -0.8396
C 6.424 0.656 0.016 1.0600
H 4.027 -1.510 0.064 0.3102
H 5.774 -1.890 -0.092 0.2505
H 4.773 -1.617 -1.542 0.2939
H 4.729 3.123 -1.118 0.2398
H 7.291 3.972 -0.081 0.3884
H 9.309 3.002 1.015 0.3612
H 9.450 0.606 1.482 0.3645
H 7.642 -0.936 0.843 0.3723
C 1.871 -1.733 1.074 -1.8465
C 1.691 -3.058 0.733 1.6742
C 1.664 -3.492 -0.623 -0.2425
C 1.544 -4.817 -0.952 -0.5862
C 1.459 -5.790 0.043 -0.6605
C 1.464 -5.395 1.378 -0.2641
C 1.575 -4.072 1.723 -0.9129
H 1.890 -1.413 2.103 0.0709
H 1.832 -0.959 0.323 0.2622
H 1.733 -2.736 -1.392 0.4009
H 1.518 -5.118 -1.991 0.3452
H 1.359 -6.835 -0.211 0.3179
H 1.385 -6.143 2.159 0.3391
H 1.563 -3.785 2.768 0.2785
N -1.062 -0.983 0.421 0.3562
C -1.283 -1.949 -0.554 0.9985
C -0.777 -1.771 -1.841 -0.4458
C -0.936 -2.762 -2.792 -0.9308
C -1.604 -3.925 -2.472 -0.1091
C -2.114 -4.112 -1.208 -0.8999
C -1.961 -3.128 -0.246 -0.4967
S -1.939 -5.151 -3.756 1.3645
O -2.473 -6.329 -3.066 -0.7748
O -0.670 -5.397 -4.439 -0.7290
O -2.935 -4.490 -4.610 -0.7338
H -1.648 -1.058 1.237 0.2764
H -0.955 -0.033 0.084 -0.6843
H -0.239 -0.857 -2.071 0.4910
H -0.538 -2.661 -3.790 0.4004
H -2.633 -5.037 -1.003 0.5254
H -2.336 -3.271 0.759 0.3928
```

***

The following is a quantum chemistry calculation of a molecular structure, C39H36I2N15O5Zr, from the OMol25 dataset.

total charge = +3

XYZ file:
```
98
Properties=species:S:1:pos:R:3:mulliken_charge:R:1
Zr 0.384 -0.023 -0.480 -0.0428
I 2.807 7.403 -0.704 0.2016
C 2.475 5.353 -0.657 -0.7250
C 2.614 4.601 -1.818 -0.2245
C 2.394 3.232 -1.786 -0.4333
I 2.595 2.135 -3.541 0.0846
C 2.031 2.621 -0.589 -0.4544
O 1.784 1.283 -0.545 1.3093
C 1.876 3.364 0.578 1.6236
C 1.405 2.786 1.903 -2.0092
N 1.317 1.313 1.994 -0.1176
C 2.663 0.765 2.161 -1.1183
C 2.698 -0.723 1.993 0.0373
C 3.578 -1.482 2.754 -1.1658
C 3.648 -2.849 2.567 -0.8726
C 2.827 -3.427 1.605 -1.1576
C 1.983 -2.611 0.895 -0.3645
N 1.894 -1.275 1.075 2.6380
C 2.114 4.733 0.529 -0.8915
H 2.896 5.081 -2.745 0.4591
H 2.068 3.168 2.689 0.8682
H 0.425 3.201 2.136 0.4956
H 0.789 1.102 2.836 0.2199
H 3.308 1.226 1.408 0.2224
H 3.092 1.027 3.132 0.8004
H 4.196 -0.990 3.494 0.6036
H 4.319 -3.456 3.160 0.5180
H 2.831 -4.492 1.421 0.5867
H 1.331 -3.046 0.147 0.1824
H 2.020 5.324 1.434 0.5284
C -4.522 0.750 -0.968 -0.7735
C -3.371 0.269 -0.364 -0.2276
N -2.349 -0.199 -1.075 0.7350
C -2.504 -0.240 -2.395 -0.3871
C -3.634 0.310 -3.002 -0.6216
N -4.631 0.812 -2.291 -0.5435
C -1.450 -0.955 -3.142 0.5794
C -1.768 -1.530 -4.356 -0.8313
C -0.841 -2.313 -5.038 0.4106
C 0.395 -2.475 -4.417 -0.8371
C 0.655 -1.872 -3.205 0.6526
N -0.246 -1.108 -2.542 1.0326
C 2.004 -1.937 -2.620 -0.4758
C 3.035 -2.743 -3.096 -0.7817
N 4.280 -2.609 -2.668 -0.5342
C 4.519 -1.645 -1.786 -0.7265
C 3.493 -0.887 -1.251 -0.7118
N 2.229 -1.070 -1.634 1.0047
C -1.149 -2.935 -6.335 0.4614
C -2.434 -3.380 -6.625 -0.5460
C -2.669 -3.967 -7.860 -0.4712
N -1.729 -4.108 -8.789 -0.5241
C -0.504 -3.672 -8.513 -0.4671
C -0.161 -3.089 -7.301 -0.5700
H -5.359 1.106 -0.379 0.4499
H -3.274 0.252 0.712 0.2683
H -3.725 0.371 -4.079 0.5462
H -2.750 -1.378 -4.777 0.6789
H 1.156 -3.072 -4.895 0.6173
H 2.857 -3.515 -3.833 0.5618
H 5.546 -1.482 -1.483 0.4784
H 3.680 -0.125 -0.510 0.4545
H -3.239 -3.312 -5.904 0.4660
H -3.655 -4.340 -8.110 0.3890
H 0.239 -3.789 -9.293 0.3898
H 0.851 -2.733 -7.148 0.4715
N -1.816 0.593 2.468 -0.4003
N -1.996 1.976 2.344 -0.3912
C -1.719 2.625 1.208 -0.4002
N -2.133 3.878 1.114 -0.3006
N -1.036 1.929 0.255 0.6689
N -0.928 2.458 -0.987 0.9584
O -1.198 3.574 -1.321 -0.7724
O -0.456 1.603 -1.787 -0.3580
H -2.730 0.144 2.489 0.4333
H -1.384 0.373 3.365 0.2594
H -2.486 2.482 3.071 0.2286
H -2.693 4.289 1.845 0.2351
H -1.884 4.446 0.319 0.1812
O -0.614 -0.716 4.977 -0.4696
C -1.358 -1.925 5.186 -0.5326
N -0.556 -3.099 5.082 -0.0905
C -0.202 -3.744 3.936 -0.0123
O 0.627 -4.624 3.907 -0.5696
C -0.837 -3.357 2.620 -0.3363
C -1.475 -4.341 1.869 -0.7791
C -1.816 -4.057 0.559 -1.2651
C -1.451 -2.835 0.023 -0.4866
N -0.816 -1.887 0.727 1.7491
C -0.562 -2.147 2.021 -0.7483
H -0.139 -0.496 5.788 0.3020
H -2.133 -1.942 4.423 0.3278
H -1.833 -1.907 6.165 0.5140
H -0.082 -3.442 5.907 0.3026
H -1.669 -5.315 2.300 0.5800
H -2.322 -4.784 -0.060 0.5428
H -1.666 -2.613 -1.012 0.2522
H -0.040 -1.379 2.576 0.9575
```

***

The following is a quantum chemistry calculation of a molecular structure, C39H37BCl3FN9O4Y, from the OMol25 dataset.

XYZ file:
```
95
Properties=species:S:1:pos:R:3:mulliken_charge:R:1
Y 0.898 -2.102 -1.405 0.1646
C 3.987 -0.551 -4.293 -1.4684
C 3.707 -1.052 -3.024 -0.2390
N 2.639 -1.846 -3.064 0.1035
N 2.221 -1.870 -4.338 0.2903
C 3.010 -1.101 -5.097 -0.1780
B 0.964 -2.626 -4.799 0.3528
N -0.297 -1.862 -4.349 0.2633
C -1.110 -1.128 -5.118 -0.1673
C -2.180 -0.719 -4.352 -1.3021
C -1.923 -1.259 -3.093 -0.1756
N -0.786 -1.941 -3.105 -0.0296
N 0.941 -3.993 -4.115 -0.3961
C 0.876 -5.196 -4.700 -0.2338
C 0.825 -6.157 -3.713 -1.1971
C 0.861 -5.427 -2.524 -0.4654
N 0.934 -4.128 -2.782 0.9359
H 4.773 0.120 -4.573 0.4620
H 4.237 -0.870 -2.106 0.4739
H 2.837 -0.992 -6.149 0.4701
H 0.966 -2.735 -5.982 -0.1643
H -0.887 -0.934 -6.148 0.4913
H -3.013 -0.118 -4.657 0.4233
H -2.520 -1.186 -2.200 0.5664
H 0.869 -5.297 -5.768 0.4288
H 0.774 -7.220 -3.833 0.4181
H 0.822 -5.792 -1.515 0.4714
Cl 3.962 4.938 -1.060 -0.2694
C 3.069 3.503 -1.430 0.3369
C 2.905 2.526 -0.462 -0.9311
C 2.191 1.392 -0.782 1.2685
Cl 1.961 0.122 0.377 -0.3436
C 1.604 1.152 -2.054 -1.1735
O 0.965 0.092 -2.338 0.6546
C 1.801 2.214 -2.981 0.3380
Cl 1.103 2.002 -4.545 -0.2463
C 2.516 3.354 -2.693 -0.7215
H 3.329 2.636 0.522 0.4571
H 2.644 4.116 -3.446 0.4494
F -1.512 4.053 0.597 -0.3725
C -1.830 2.919 1.280 0.3018
C -1.407 1.721 0.761 -0.6641
C -1.763 0.517 1.374 0.7203
C -1.363 -0.737 0.738 0.7566
O -0.731 -0.715 -0.333 0.0990
C -1.781 -1.927 1.427 -0.1067
C -2.535 -1.825 2.544 -0.4488
N -2.913 -0.644 3.129 0.3045
C -3.793 -0.679 4.259 -0.1686
C -3.313 -0.232 5.616 -0.5131
C -3.555 -1.684 5.345 -0.9882
C -2.533 0.544 2.552 -0.3939
C -2.902 1.782 3.087 -0.7664
C -2.576 2.986 2.457 -1.1198
N -3.006 4.200 3.063 0.2267
C -4.404 4.306 3.430 -0.6275
C -4.462 5.118 4.741 -0.7479
N -3.209 5.914 4.809 -0.1146
C -2.967 6.575 3.504 -0.7198
C -2.530 5.466 2.529 -0.7926
C -1.361 -3.341 0.929 -0.2761
O -1.867 -4.285 1.523 -0.8093
O -0.525 -3.370 -0.009 -0.4805
H -0.827 1.684 -0.147 0.8926
H -2.884 -2.728 3.021 0.7572
H -4.830 -0.463 4.000 0.3825
H -4.009 0.303 6.247 0.2986
H -2.291 0.104 5.702 0.2472
H -4.417 -2.159 5.787 0.2529
H -2.695 -2.330 5.266 0.3537
H -3.463 1.802 4.007 0.8949
H -4.827 3.315 3.574 0.4908
H -4.989 4.799 2.641 0.2940
H -4.510 4.466 5.614 0.4337
H -5.320 5.789 4.755 0.3612
H -2.441 5.232 4.920 0.3750
H -3.218 6.571 5.592 0.3266
H -2.196 7.340 3.595 0.3755
H -3.891 7.055 3.180 0.3241
H -1.442 5.429 2.463 0.5295
H -2.914 5.690 1.525 0.4658
C 2.489 -3.005 0.171 -2.3729
C 3.891 -2.798 -0.128 1.3543
C 4.575 -3.664 -1.007 -0.2170
C 5.921 -3.531 -1.257 -0.6420
C 6.654 -2.511 -0.666 -0.5437
C 6.005 -1.633 0.188 -0.7126
C 4.660 -1.775 0.461 -0.1692
H 2.210 -2.605 1.152 0.4819
H 2.220 -4.063 0.116 0.5374
H 4.020 -4.458 -1.487 0.2856
H 6.415 -4.243 -1.906 0.4016
H 7.713 -2.411 -0.856 0.3737
H 6.560 -0.831 0.656 0.3813
H 4.194 -1.093 1.160 0.3690
```

***

The following is a quantum chemistry calculation of a molecular structure, C39H37BiBrClN7O7S, from the OMol25 dataset.

total charge = +1

XYZ file:
```
94
Properties=species:S:1:pos:R:3:mulliken_charge:R:1
Bi 0.238 -0.168 0.600 2.4407
Cl 0.289 7.025 -0.352 -0.2193
C 0.232 5.437 0.341 0.0291
C -0.812 5.075 1.175 -0.7635
C -0.875 3.783 1.666 -0.1423
C 0.093 2.829 1.351 0.1478
O -0.089 1.568 1.817 -0.7431
C 1.190 3.237 0.578 0.4544
C 2.363 2.345 0.359 -0.7073
N 2.525 1.727 -0.736 -0.0411
C 3.556 0.782 -0.926 -0.3619
C 4.283 0.832 -2.088 -0.0524
C 5.297 -0.106 -2.361 -0.9444
C 5.570 -1.112 -1.482 -1.0444
C 4.821 -1.229 -0.289 1.2547
C 5.055 -2.253 0.658 -0.7010
C 4.306 -2.311 1.794 -1.1140
C 3.292 -1.350 1.981 -0.6636
N 3.037 -0.390 1.128 -0.2444
C 3.799 -0.290 0.005 0.5412
C 1.243 4.531 0.068 -0.7321
H -1.581 5.795 1.430 0.4458
H -1.696 3.495 2.314 0.4521
H 3.082 2.296 1.178 0.3858
H 4.094 1.643 -2.781 0.4828
H 5.866 -0.016 -3.279 0.4122
H 6.360 -1.826 -1.683 0.4463
H 5.838 -2.980 0.469 0.3696
H 4.464 -3.083 2.536 0.3461
H 2.664 -1.381 2.866 1.0708
H 2.091 4.834 -0.537 0.5051
C 2.657 -3.334 -0.071 -1.7199
O 1.826 -2.663 0.872 0.1180
C 1.300 -3.389 1.889 1.0240
C 1.507 -4.731 2.074 -0.5435
C 0.924 -5.384 3.167 -1.0924
Br 1.222 -7.237 3.394 -0.1968
C 0.144 -4.704 4.052 -0.6887
C -0.084 -3.324 3.865 0.8014
C 0.500 -2.626 2.784 0.8458
O 0.326 -1.341 2.626 -1.4579
C -0.954 -2.607 4.766 0.1438
N -1.235 -1.305 4.708 0.4251
C -2.141 -0.958 5.707 0.5606
C -2.730 0.250 6.053 -0.7035
C -3.602 0.229 7.125 -0.5610
C -3.873 -0.950 7.830 -0.4936
C -3.279 -2.152 7.488 -0.9263
C -2.409 -2.127 6.408 0.3034
N -1.651 -3.126 5.793 -0.0484
H 2.109 -4.125 -0.588 0.6681
H 3.538 -3.753 0.417 0.5929
H 2.972 -2.576 -0.784 0.2943
H 2.120 -5.302 1.389 0.5763
H -0.287 -5.230 4.895 0.5377
H -0.808 -0.746 3.974 -0.2919
H -2.511 1.159 5.507 0.5452
H -4.088 1.147 7.431 0.4071
H -4.563 -0.919 8.664 0.3944
H -3.480 -3.064 8.036 0.4175
H -1.638 -4.092 6.066 0.2140
C -1.894 -0.858 0.788 -1.7169
H -2.346 -0.989 -0.200 0.4542
H -2.462 -0.112 1.355 0.3653
H -1.916 -1.808 1.326 0.4743
C -2.788 -0.645 -7.819 -1.0907
C -3.062 0.852 -7.927 -0.5409
S -1.865 1.821 -7.016 1.3175
O -0.568 1.194 -7.117 -0.6646
O -2.004 3.209 -7.367 -0.6796
C -2.351 1.653 -5.291 -0.4703
C -1.426 2.600 -4.517 -1.6935
N -1.380 2.267 -3.090 0.3773
C -0.471 1.467 -2.501 0.4020
N -0.815 1.212 -1.239 0.3807
C -1.988 1.862 -1.000 -0.8145
C -2.352 2.516 -2.129 -0.4421
N -3.500 3.362 -2.281 1.0905
O -3.845 3.680 -3.409 -0.6368
O -4.062 3.689 -1.253 -0.6243
C 0.779 0.964 -3.131 -0.4306
H -3.387 -1.191 -8.547 0.3718
H -3.029 -1.027 -6.825 0.2836
H -1.737 -0.844 -8.020 0.3149
H -4.037 1.149 -7.538 0.3641
H -2.960 1.222 -8.949 0.4402
H -2.175 0.610 -5.021 0.4071
H -3.397 1.930 -5.174 0.5425
H -1.758 3.621 -4.646 0.2740
H -0.417 2.519 -4.912 0.5962
H -2.504 1.827 -0.055 0.5439
H 0.998 1.468 -4.069 0.4517
H 0.705 -0.107 -3.334 0.3773
H 1.606 1.128 -2.435 -0.4791
```

***

Short version: frontier orbital gap = 0.106 0.213 0.122 0.274 Ha, in the order given.
Short version: relative energy (zero: lowest compared OMol25 entry of this formula, charge and spin) = 99.6 19.4 113.3 142.3 kJ/mol, in the order given.